[1]
Density functional theory data (ωB97M-V with the def2-TZVPD basis set) for a molecular structure, CH7Ba4O4 at a distorted geometry.

Geometry as XYZ:
```
16
Properties=species:S:1:pos:R:3
Ba 4.20 -1.91 1.34
Ba 3.32 3.06 -1.55
Ba -1.44 -2.15 1.79
Ba 0.78 -1.85 -3.49
O 1.09 0.25 0.12
H 1.11 0.69 0.99
O 1.42 -4.21 -0.34
H 1.88 -5.07 -0.37
O 1.59 -1.96 4.11
H 1.79 -1.10 4.52
C -2.48 2.71 -1.23
O -3.17 1.65 -0.56
H -1.46 2.48 -1.53
H -2.96 2.98 -2.17
H -2.53 3.55 -0.54
H -3.14 0.85 -1.08
```

Computed properties:
Total charge: +5
Orbital gap (Ha): 0.10730



[2]
Density functional theory data (ωB97M-V with the def2-TZVPD basis set) for 2 unconnected molecules or ions with the total composition CH7ClSi2 at a distorted geometry.

Geometry as XYZ:
```
11
Properties=species:S:1:pos:R:3
C -2.34 -1.17 1.09
Si -1.75 -0.10 -0.22
H -1.96 -2.15 1.20
H -2.90 -0.98 1.98
H -1.77 1.38 -0.28
H -1.33 -0.55 -1.49
Si 2.47 0.71 -0.48
Cl 1.22 2.23 -0.97
H 3.73 1.20 0.02
H 1.84 -0.18 0.47
H 2.79 -0.39 -1.32
```

Computed properties:
Total charge: 0
ΔE to the lowest compared entry with this formula, charge and spin (kJ/mol): 234.2
Orbital gap (Ha): 0.31328